# 1
Entry from the Open Molecules 2025 dataset: the molecule C6H10 (ωB97M-V/def2-TZVPD).

```
16
Properties=species:S:1:pos:R:3
H -0.893 -0.580 2.459
H 1.101 1.884 0.704
H 0.439 -0.937 -2.479
C 0.449 -0.754 -1.405
C 0.965 0.589 -0.994
H 1.637 0.239 1.148
H -1.998 -1.075 1.163
H -0.323 -1.646 1.173
H 1.541 1.211 -1.671
C -0.965 -0.783 1.384
C -0.560 0.434 0.562
C -0.528 0.292 -0.967
C 0.951 0.817 0.516
H -1.178 1.290 0.856
H 0.658 -1.642 -0.812
H -1.296 0.662 -1.639
```

Summary:
- structure (SMILES) = C[C@H]1C[C@H]2C[C@H]21
- total charge = 0
- E (eV) = -6382.5307

=====

# 2
Entry from the Open Molecules 2025 dataset: the molecule C6H10 (ωB97M-V/def2-TZVPD).

```
16
Properties=species:S:1:pos:R:3
H -2.072 1.413 -0.494
H 2.634 0.708 1.445
H 2.998 -0.988 1.360
H -2.484 -0.125 -1.178
C -1.852 -0.237 0.885
H -0.561 0.699 -2.284
C 2.602 -0.158 0.763
H -2.888 -0.154 1.233
C -1.752 0.359 -0.514
H 3.277 0.053 -0.086
C -0.450 0.347 -1.255
C 1.153 -0.335 0.477
H -1.191 0.272 1.588
C 0.815 0.048 -0.866
H -1.558 -1.289 0.892
H 1.594 0.188 -1.632
```

Summary:
- total charge = 0
- E (eV) = -6380.2381

=====

# 3
Entry from the Open Molecules 2025 dataset: the molecule C6H10 (ωB97M-V/def2-TZVPD).

```
16
Properties=species:S:1:pos:R:3
H 0.259 -0.413 -1.670
H 0.382 0.381 1.973
H 0.159 1.825 1.009
H -1.829 -1.860 0.104
C 0.354 0.748 0.939
H -1.712 0.587 0.449
C 1.678 0.677 0.314
C -0.966 -1.408 0.606
C 2.724 0.840 -0.261
H -1.129 -1.488 1.687
H -1.502 -0.313 -1.847
C -0.635 0.133 -1.348
C -0.796 0.048 0.171
H 3.626 1.078 -0.777
H -0.080 -2.003 0.350
H -0.534 1.167 -1.696
```

Summary:
- structure (SMILES) = C#CCC(C)C
- total charge = 0
- E (eV) = -6382.3609

=====

# 4
Entry from the Open Molecules 2025 dataset: the molecule C6H10 (ωB97M-V/def2-TZVPD).

```
16
Properties=species:S:1:pos:R:3
C 0.136 -0.291 -0.770
H -0.874 -1.549 1.657
C 1.568 0.204 -1.048
H -0.813 1.316 -1.862
H 2.297 -0.611 -0.979
C -0.427 -0.468 1.741
H -0.106 -1.059 -1.518
H -0.674 1.615 -0.116
C 0.173 -0.945 0.591
H 0.721 -1.886 0.654
H -1.852 0.300 3.034
C -0.873 0.848 -0.873
C -0.861 0.427 2.592
H 1.632 0.633 -2.054
H 1.851 0.976 -0.324
H -1.898 0.490 -0.726
```

Summary:
- total charge = 0
- E (eV) = -6378.9642